Entry 1:
C4H4S | the ωB97M-V functional and the def2-TZVPD basis

Summary:
Orbital gap: 9.18 eV
HOMO level: -0.3162 hartree
SMILES: C#C/C=C\S

Geometry as XYZ:
```
9
Properties=species:S:1:pos:R:3:forces:R:3
H -1.3024 -1.4793 -0.0687 -0.2922 -0.0303 0.0946
H 2.6254 -1.8284 -0.2053 0.5297 -0.0871 -0.0298
H 0.7772 1.3881 0.0541 -0.2605 2.7015 -0.3538
C 1.9320 -1.0431 -0.0866 -0.9680 -0.3820 0.3193
H -1.8413 1.7433 -0.3944 -0.4044 0.5445 0.2455
C 0.9099 -0.4248 0.0929 -0.9829 -0.0966 -0.2532
C -0.0155 0.7007 0.0376 -1.2598 -1.2063 -0.1365
S -2.3958 -0.6992 0.0555 0.8611 1.4274 -0.4486
C -1.3811 0.8304 -0.1050 2.7770 -2.8712 0.5624
```
Positions in Å, forces in eV/Å.

Löwdin population analysis, charges in e, atoms 1 to 5: H -0.15; H 0.02; H 0.08; C 0.12; H 0.04


Entry 2:
C4H4S | the ωB97M-V functional and the def2-TZVPD basis

Summary:
Orbital gap: 8.25 eV
HOMO level: -0.3155 hartree

Geometry as XYZ:
```
9
Properties=species:S:1:pos:R:3:forces:R:3
C 0.7977 0.4080 1.1604 -0.4450 -3.6876 -4.8115
H -0.5339 1.0979 -1.4224 0.6090 0.1921 0.1309
H -1.1209 -1.2237 0.8783 3.3856 2.1581 -2.2233
S -2.3658 -0.3399 -1.3898 0.8243 0.5088 0.1264
H 2.1128 -0.6622 -0.5446 -1.5935 0.6543 1.8239
C -0.2245 -0.3853 0.2384 -1.8372 -0.8053 2.9486
H 0.9793 1.1765 1.7707 0.3597 2.6195 2.4129
C -0.9204 0.2508 -0.8777 -2.2513 -0.9157 -0.1574
C 1.2758 -0.3222 0.1867 0.9484 -0.7243 -0.2504
```
Positions in Å, forces in eV/Å.

Löwdin population analysis, charges in e, atoms 1 to 5: C 0.03; H 0.05; H 0.20; S 0.63; H 0.14


Entry 3:
C4H4S | the ωB97M-V functional and the def2-TZVPD basis

Summary:
Orbital gap: 9.07 eV
HOMO level: -0.3120 hartree
SMILES: C=C=C1CS1

Geometry as XYZ:
```
9
Properties=species:S:1:pos:R:3:forces:R:3
C -0.3219 -0.2019 0.0139 -1.8737 0.1894 0.0610
H -1.8719 -1.6143 0.8370 0.3418 -0.1132 1.5879
C 1.9133 0.9985 0.0496 -0.7398 -0.0613 -2.7124
H 2.2011 1.4390 -0.8786 0.9500 0.3794 -0.3681
H 2.4781 1.0412 0.8933 1.3781 0.4933 2.3287
H -1.8800 -1.6844 -0.9026 1.3571 1.8411 1.5797
C -1.4923 -1.0443 0.0358 -1.2929 -1.4971 -3.6884
C 0.8295 0.3172 -0.0579 0.2130 -0.8852 0.8446
S -1.8559 0.7490 0.0095 -0.3336 -0.3464 0.3669
```
Positions in Å, forces in eV/Å.

Löwdin population analysis, charges in e, atoms 1 to 5: C -0.54; H 0.04; C 0.03; H 0.06; H 0.03


Entry 4:
C4H4S | the ωB97M-V functional and the def2-TZVPD basis

Summary:
Orbital gap (alpha / beta): 8.82 / 7.04 eV
HOMO level (alpha / beta): -0.3427 / -0.2869 hartree

Geometry as XYZ:
```
9
Properties=species:S:1:pos:R:3:forces:R:3
C -0.5934 0.4200 -0.4809 -0.1801 0.9257 1.6686
S 0.3513 1.2795 2.5139 -0.3853 0.4092 0.2670
H 0.9771 -0.1586 0.8329 -0.1295 0.0080 -0.2103
H -2.0045 1.9903 -0.2142 -0.0922 0.0072 -0.1289
H 1.1679 -0.6350 -0.8909 0.0839 -0.0871 0.0558
C -0.7921 1.7477 1.5454 1.1814 -1.0355 -0.0841
C -1.2002 1.4086 0.2089 -0.7451 0.1048 -1.2237
C 0.4449 -0.5027 -0.0848 0.2401 -0.2476 -0.3335
H -0.0016 -1.4748 0.1363 0.0269 -0.0847 -0.0110
```
Positions in Å, forces in eV/Å.

Löwdin population analysis, charges in e, atoms 1 to 5: C 0.00; S 0.75; H 0.00; H 0.07; H 0.08


Entry 5:
C4H4S2 | the ωB97M-V functional and the def2-TZVPD basis

Summary:
Orbital gap: 8.44 eV
HOMO level: -0.3426 hartree

Geometry as XYZ:
```
10
Properties=species:S:1:pos:R:3:forces:R:3
S 1.1039 -3.0827 0.0954 0.3119 -1.1555 0.1230
C -2.1820 0.9895 0.3604 -2.0860 1.2010 0.6849
H 2.0379 1.4732 -0.0781 -0.8374 -1.2076 -0.9835
C 0.1832 -1.8640 -0.3033 1.7661 1.3617 1.2275
C 0.5345 -0.5026 0.2200 -3.8566 3.2788 -1.5540
H -3.0428 1.5165 0.6697 -0.3574 0.3037 -0.2914
H 1.0178 -0.2850 1.1660 -0.4513 -0.8018 0.1904
C -1.2533 0.2686 0.2797 6.3837 -2.8023 0.0334
S 1.4648 0.5719 -1.0120 0.1739 0.0982 1.4709
H -0.6400 -1.8621 -0.9538 -1.0469 -0.2761 -0.9011
```
Positions in Å, forces in eV/Å.

Löwdin population analysis, charges in e, atoms 1 to 5: S 0.76; C 0.00; H -0.09; C -0.78; C -0.58


Entry 6:
C4H4Si | the ωB97M-V functional and the def2-TZVPD basis

Summary:
Orbital gap (alpha / beta): 8.06 / 7.74 eV
HOMO level (alpha / beta): -0.3953 / -0.3838 hartree

Geometry as XYZ:
```
9
Properties=species:S:1:pos:R:3:forces:R:3
H 2.3411 -1.5144 -0.6456 0.1638 -0.0111 -0.7767
C -2.8636 0.0601 0.1128 0.8046 0.3843 -0.0769
C 0.9183 0.7899 0.0625 2.6618 -1.4512 -0.9323
C -0.1850 1.2464 0.0255 -2.3794 0.5090 0.0380
H -5.0125 -0.5122 -0.2193 -0.2815 -0.0748 -0.1376
H 2.6232 -0.3893 1.3127 0.5518 -0.4098 0.7505
C -3.9970 -0.2260 -0.1519 0.0612 -0.0047 0.2017
H 3.6147 0.7246 -0.3831 0.9149 0.4633 -0.9307
Si 2.5607 -0.1791 -0.1135 -2.4972 0.5950 1.8640
```
Positions in Å, forces in eV/Å.

Löwdin population analysis, charges in e, atoms 1 to 5: H -0.08; C 0.06; C -0.40; C 0.06; H 0.00


How do the records compare in relative energy (zero: lowest compared OMol25 entry of this formula, charge and spin)? In the order shown, they have 72.63 102.89 76.14 97.88 105.59 151.16 kcal per mole.